{"formula": "C15H20N7O2RuS2", "method": "ωB97M-V/def2-TZVPD", "symbols": ["C", "H", "H", "H", "H", "S", "H", "N", "C", "H", "Ru", "C", "N", "H", "C", "C", "C", "O", "H", "C", "H", "C", "H", "C", "C", "N", "H", "H", "N", "H", "N", "O", "H", "C", "C", "H", "H", "S", "C", "N", "H", "H", "N", "C", "C", "H", "H"], "coordinates": [[-1.501250, -0.954166, 1.427076], [-1.124030, -0.494832, 3.470659], [3.912947, 4.290335, -1.543811], [2.004740, -0.017198, 1.742348], [1.412642, 5.241120, -1.489145], [-2.257347, 2.640963, 0.044304], [-0.772208, -0.896657, -5.360427], [1.609093, 1.460742, 0.331674], [-1.778883, -1.019805, 2.788883], [0.796915, 5.688029, 0.101061], [-0.013807, 0.502588, -0.581856], [3.856308, 0.983784, 1.285994], [-0.076659, -0.452933, -4.784749], [-4.537892, -2.985648, 2.705890], [-2.143345, -1.572356, -0.918698], [2.079427, 2.674239, 0.076544], [3.857091, 4.271522, -0.449755], [-0.416538, -0.217869, 1.084229], [0.731186, -0.044732, -5.216015], [-0.252374, -0.419402, -3.453598], [2.965902, 5.416152, 1.133404], [2.928498, 5.363068, 0.044036], [5.314010, 2.342908, 0.448039], [4.361000, 1.888007, 0.182436], [1.516903, 5.056094, -0.416785], [-1.284684, 1.846216, -0.780729], [3.761677, 1.568616, 2.203466], [4.553104, 0.168827, 1.477712], [-1.299624, -0.821440, -1.524794], [4.866364, 4.412959, -0.065858], [3.393663, 2.962052, -0.000443], [-2.159184, 2.564812, 1.488309], [-2.759062, -2.216969, -1.540023], [-2.868647, -1.737498, 3.241827], [-3.690574, -2.418763, 2.347525], [0.249183, 3.436679, 0.150502], [4.503325, 1.331366, -0.750960], [1.021878, 0.398148, -2.506899], [2.502901, 0.430513, 0.882523], [1.190676, 3.669533, -0.108544], [2.646091, -0.364199, 0.138189], [-4.033158, -2.897273, 0.291500], [-1.269483, -0.975761, -2.902295], [-2.330000, -1.617210, 0.511670], [-3.411891, -2.362326, 0.999110], [-3.077399, -1.772581, 4.302648], [3.248933, 6.325324, -0.352922]], "forces_ev_per_angstrom": [[0.013, 0.038, 0.049], [-0.016, 0.013, -0.001], [0.029, 0.000, 0.002], [-0.004, -0.022, -0.018], [0.020, -0.014, -0.003], [0.077, 0.221, 0.148], [0.002, 0.003, -0.004], [0.019, 0.148, 0.030], [0.031, -0.040, 0.037], [-0.005, 0.018, -0.027], [-0.552, 0.608, -0.113], [-0.021, 0.008, 0.041], [-0.012, 0.018, 0.009], [0.007, -0.013, -0.001], [-0.040, -0.048, 0.020], [-0.006, -0.029, 0.013], [-0.010, -0.009, 0.011], [0.326, -0.492, 0.042], [0.005, -0.010, -0.001], [0.044, -0.036, 0.008], [0.001, -0.021, 0.001], [-0.007, 0.018, -0.005], [-0.002, 0.009, -0.011], [0.001, 0.006, -0.072], [-0.016, -0.008, 0.012], [0.051, -0.123, -0.178], [0.022, -0.012, 0.010], [-0.006, -0.008, -0.015], [0.006, 0.111, 0.135], [-0.007, 0.015, 0.014], [-0.022, 0.011, 0.085], [-0.154, -0.192, -0.049], [0.011, -0.008, 0.005], [0.022, 0.025, 0.006], [0.009, -0.004, -0.051], [0.025, 0.008, -0.049], [0.009, -0.013, 0.011], [0.188, -0.380, 0.049], [0.010, 0.016, -0.050], [0.004, -0.008, -0.082], [0.014, 0.000, 0.011], [-0.020, 0.024, -0.002], [-0.008, 0.103, 0.009], [-0.008, 0.097, -0.095], [-0.028, -0.031, 0.056], [0.004, -0.004, 0.000], [-0.005, 0.007, 0.015]], "homo_ev": -11.253, "charge": 1, "total_energy_ev": -54652.148, "orbital_gap_ev": 6.208}

{"formula": "C15H20O3Si", "method": "ωB97M-V/def2-TZVPD", "symbols": ["C", "O", "C", "C", "C", "H", "C", "H", "H", "C", "H", "O", "H", "H", "H", "H", "H", "H", "H", "C", "Si", "H", "C", "C", "C", "H", "C", "C", "H", "H", "H", "C", "H", "H", "C", "O", "C", "H", "H"], "coordinates": [[0.376540, -0.105957, 2.988626], [0.563429, -0.994087, -0.086180], [-0.468137, -0.592729, -0.953734], [2.710104, 0.838778, 3.021991], [-0.179603, -0.200753, -2.277071], [-3.368379, 0.470682, -4.709416], [1.801930, -0.228626, 2.424207], [2.052442, -1.969443, 3.693350], [-0.917357, 0.460840, -4.103827], [-2.517157, -0.051417, -2.779152], [0.045462, 0.911838, 3.015854], [-4.123833, -0.630707, -1.034683], [3.636473, -1.013846, -0.596568], [2.866517, 0.628951, 4.078767], [3.292462, 0.545321, -1.295555], [0.860416, -0.139898, -2.568190], [0.108168, 2.120593, 0.083010], [-2.050457, -0.910547, 0.439393], [1.711127, -2.377921, 1.993436], [-5.154481, -0.487784, -1.949897], [1.651189, 0.121613, 0.548198], [1.410906, 2.547976, 1.223061], [3.356967, 0.002344, -0.375225], [2.233975, -1.688095, 2.624544], [-3.598615, 0.176671, -3.682132], [2.286949, 1.844681, 3.018408], [-4.871511, -0.021303, -3.285175], [-2.841026, -0.418197, -1.458029], [1.770889, 2.253125, -0.449172], [3.644531, 0.909893, 2.475978], [0.336670, -0.528401, 3.985449], [-1.164886, 0.082532, -3.160423], [-5.685713, 0.001111, -3.982697], [4.182708, 0.394428, 0.209775], [-1.809204, -0.651070, -0.557259], [-6.307776, -0.770939, -1.689012], [1.132071, 1.935055, 0.362408], [3.304235, -1.744914, 2.451562], [-0.278025, -0.719798, 2.355377]], "forces_ev_per_angstrom": [[0.358, -0.782, -0.618], [-1.307, 0.964, -0.941], [-0.128, -0.357, -0.055], [-0.055, -0.230, 0.348], [1.253, -0.406, 1.237], [-0.094, -0.086, 0.269], [-1.110, -0.031, -1.151], [0.185, 0.032, -0.734], [0.174, 0.283, -1.405], [0.121, 0.171, 0.451], [-0.393, 0.611, -0.041], [-0.344, 0.282, -0.576], [-0.048, -0.547, -0.175], [0.434, -0.152, 0.149], [0.024, 0.376, -0.637], [0.070, 0.028, -0.053], [-0.414, 0.057, -0.012], [-0.191, -0.339, 0.884], [-0.338, -0.359, -0.397], [-1.952, -0.326, -0.281], [1.216, 0.616, 0.586], [-0.176, -0.217, -0.018], [-1.081, -0.391, 1.065], [0.755, 0.983, 1.540], [-0.669, 0.072, -0.543], [-0.287, -0.140, -0.223], [1.800, 0.036, -0.619], [1.063, -0.063, -0.750], [0.031, 0.469, -0.427], [0.434, -0.115, 0.219], [-0.033, 0.016, 0.398], [-1.517, -0.170, 1.326], [-0.341, 0.222, 0.095], [-0.005, 0.337, 0.181], [0.805, -0.058, -0.164], [1.320, -0.014, 1.053], [0.421, -0.627, -0.131], [0.227, -0.388, -0.124], [-0.207, 0.245, 0.272]], "homo_ev": -8.718, "charge": 0, "total_energy_ev": -29901.228, "orbital_gap_ev": 8.693, "smiles": "CC(C)(C)[Si](C)(C)Oc1ccc2ccc(=O)oc2c1", "de_lowest_ev": 0.101}

{"formula": "C15H21BCl4O6P", "method": "ωB97M-V/def2-TZVPD", "symbols": ["C", "C", "C", "Cl", "B", "O", "Cl", "C", "H", "O", "H", "C", "H", "H", "H", "H", "C", "Cl", "H", "H", "C", "H", "H", "H", "C", "C", "C", "C", "H", "H", "P", "H", "O", "C", "H", "H", "O", "C", "H", "H", "O", "O", "H", "C", "H", "C", "Cl", "H"], "coordinates": [[-2.137233, -0.263816, 2.477885], [-1.620264, 2.939104, 6.724441], [-3.864625, 2.666607, 7.564696], [2.181094, -0.458821, 4.922280], [1.531493, -0.800211, 6.653086], [-2.479111, -1.044940, 1.376133], [2.647610, 0.024916, 7.903605], [-0.113077, 1.016697, 6.511640], [0.500416, -3.048557, 0.044345], [1.540686, 0.679215, 1.513408], [1.471019, -4.970568, 1.239506], [2.682909, 2.756762, 1.170889], [0.824198, 2.169025, 0.253980], [3.150936, 2.746019, 2.158369], [2.723099, -3.734919, 0.995341], [0.699887, 2.510433, 2.003221], [0.706647, -2.990648, 1.122454], [1.318734, -2.613380, 6.945679], [-2.231408, -0.328707, 7.553185], [3.345071, 2.266077, 0.451744], [-1.391922, 1.555889, 6.875205], [-3.476683, 0.512580, 0.426948], [2.534601, 3.788912, 0.860561], [-3.012315, -1.114539, -1.322609], [-0.723896, -0.235655, 2.593823], [1.336781, 2.074362, 1.222231], [1.789502, -3.968923, 1.515760], [-3.618854, -0.552169, 0.675447], [-3.031693, 4.559000, 6.954640], [-4.755349, -0.952346, -1.059519], [0.336352, -0.347506, 1.199101], [-0.807596, 3.551663, 6.337950], [0.164067, -0.205331, 6.769037], [-2.844310, 3.495275, 7.067569], [1.963635, -3.934212, 2.595907], [-3.921779, -2.391790, -0.460647], [1.196384, -1.670835, 1.428317], [-2.417847, 0.734270, 7.410946], [-0.227544, -3.175040, 1.672291], [-4.503236, -0.647813, 1.324476], [-0.271380, -0.156284, -0.143796], [-2.972771, 0.301053, 3.179735], [-4.446568, 0.674137, 8.141711], [-3.644439, 1.289596, 7.743343], [-0.307906, 0.055586, 3.538256], [-3.827255, -1.314817, -0.616442], [-5.391846, 3.334780, 7.951680], [0.643329, 1.671679, 6.067876]], "forces_ev_per_angstrom": [[1.915, 0.116, -0.162], [0.034, -0.458, -0.027], [1.214, -0.449, -0.374], [-0.275, -0.042, 0.699], [1.326, -0.538, -0.993], [-1.110, 0.375, -0.277], [-0.377, -0.100, -0.037], [0.297, -1.650, 0.621], [-0.045, 0.023, 0.210], [0.380, 0.505, -0.231], [0.032, -0.234, 0.002], [0.007, -0.098, 0.141], [0.022, -0.058, 0.245], [0.074, -0.016, -0.111], [-0.113, -0.027, 0.082], [0.030, -0.054, -0.120], [0.011, 0.793, -0.035], [0.031, 0.469, 0.084], [-0.063, 0.244, -0.109], [-0.101, 0.026, 0.111], [-0.754, 0.027, 0.204], [-0.008, -0.201, 0.233], [0.081, 0.187, -0.006], [-0.078, -0.150, 0.213], [-0.571, 0.144, -0.807], [-0.178, -0.660, -0.159], [-0.031, 0.131, 0.117], [-0.153, -0.103, 0.239], [0.060, -0.192, -0.015], [-0.095, -0.042, -0.133], [-1.771, 0.188, 1.305], [-0.270, 0.011, 0.015], [-1.191, 2.245, -0.133], [-0.240, -0.199, 0.148], [0.015, 0.009, -0.164], [0.073, 0.050, 0.065], [0.785, -0.865, -0.671], [0.174, 0.395, -0.172], [0.155, 0.102, -0.082], [0.152, 0.154, -0.174], [0.606, -0.209, 0.124], [-0.625, -0.315, 0.073], [0.174, 0.088, -0.106], [0.088, 0.194, -0.038], [0.257, 0.238, 0.239], [0.227, 0.108, -0.084], [-0.203, 0.117, 0.079], [0.032, -0.281, -0.027]], "homo_ev": -3.459, "charge": -1, "total_energy_ev": -88242.835, "orbital_gap_ev": 3.598, "de_lowest_ev": 0.000}